Here is 8 unconnected molecules or ions with the total composition C28H78N6O10 from OMol25. Energies are from ωB97M-V/def2-TZVPD.

Geometry as XYZ:
```
122
Properties=species:S:1:pos:R:3:forces:R:3:mulliken_charge:R:1
C 2.85756 0.43069 -2.96639 -0.88 -0.67 -0.43 1.024
C 2.74712 1.41703 -4.10060 0.21 1.25 -0.77 -0.597
O 3.98020 1.74486 -4.77371 0.11 -1.15 1.03 -0.523
O 3.62758 -0.70905 -3.37988 0.25 0.43 0.37 -0.637
H 1.85718 0.07176 -2.71654 -0.09 0.21 -0.03 -0.156
H 3.16294 0.90184 -2.03139 0.82 -0.28 -0.15 -0.332
H 2.39303 2.36466 -3.67970 -0.34 -0.09 -0.21 0.337
H 2.10078 1.08747 -4.92246 -0.46 -0.18 0.52 0.113
H 4.43832 0.88648 -4.71746 0.28 0.41 -0.35 0.335
H 2.98731 -1.38850 -3.60504 0.14 -0.13 -0.02 0.374
C -6.45633 -1.25567 3.03453 0.42 -0.07 -0.79 -0.486
C -4.92884 -1.31200 2.95660 -0.45 -0.59 1.49 -0.160
O -4.36657 -0.24446 3.73040 0.18 0.01 -0.98 -0.437
O -6.89393 -0.56590 1.85428 -0.38 -0.25 0.41 -0.516
H -6.77397 -0.72565 3.93352 0.24 0.12 0.08 0.296
H -6.86514 -2.26999 3.11733 -0.07 0.02 -0.39 0.362
H -4.54354 -1.36307 1.93735 -0.24 0.29 -0.11 0.069
H -4.61608 -2.24350 3.43950 0.13 0.16 0.07 0.340
H -4.42616 0.51347 3.13460 0.14 0.18 0.39 0.252
H -7.85557 -0.51104 1.89482 0.09 0.11 -0.14 0.288
C -1.38204 1.47389 5.90620 -0.46 0.86 1.16 -1.125
C -0.77563 0.23631 6.55717 -0.34 0.19 -0.51 0.314
C -1.36479 -0.03790 7.95597 1.41 0.69 0.61 -0.910
O -1.28981 1.11308 8.80508 -0.67 -0.35 -0.28 -0.421
C 0.01867 1.44945 9.19409 0.40 0.48 0.03 -0.770
N -0.97674 -0.92903 5.69309 -0.65 -1.05 0.77 -0.401
H -0.78633 2.03385 5.18615 0.26 -0.64 -0.29 0.238
H -1.48800 2.18574 6.73557 -0.21 0.07 -0.16 0.429
H -2.38999 1.31479 5.51719 0.07 -0.22 -0.10 0.163
H 0.29164 0.45205 6.65407 0.06 -0.35 0.08 0.264
H -0.73875 -0.77567 8.47326 -0.04 -0.46 -0.39 0.505
H -2.37470 -0.44533 7.93871 -0.23 0.47 -0.12 0.406
H 0.04378 1.61030 10.27209 -0.01 -0.16 0.06 0.268
H 0.35034 2.38575 8.73282 -0.18 0.05 -0.12 0.267
H 0.77479 0.71221 8.91057 -0.18 -0.26 0.14 0.347
H -1.98890 -1.09922 5.72390 -0.02 0.46 -0.67 0.239
H -0.72315 -1.76406 6.23446 0.71 0.17 -0.25 0.265
C 1.27737 -2.18235 3.40634 -0.07 1.16 -0.97 -1.801
C 1.13094 -0.68305 3.10036 -0.78 1.49 1.65 0.945
C 2.27798 -0.03367 2.33866 0.93 -1.05 1.22 -0.768
O 3.47248 -0.47597 3.01698 -0.03 -0.02 -0.53 -0.403
C 4.63254 -0.16640 2.26684 -0.46 -0.48 0.12 -0.532
N -0.14272 -0.34891 2.48331 -0.14 -1.20 -1.34 0.267
H 2.06531 -2.33180 4.13762 0.08 -0.09 -0.09 0.319
H 1.52692 -2.65587 2.45436 -0.11 -0.54 0.20 0.389
H 0.32355 -2.50773 3.81649 0.04 -0.29 -0.11 0.476
H 1.05584 -0.18321 4.07993 0.78 -0.16 0.17 -0.246
H 2.31193 1.05250 2.45959 -0.61 0.17 -0.53 0.433
H 2.29234 -0.36378 1.29535 -0.02 0.18 -0.13 0.424
H 4.61527 0.88888 1.97700 0.34 0.02 0.06 0.061
H 4.68095 -0.78960 1.36563 -0.05 0.14 -0.13 0.292
H 5.49074 -0.43474 2.87987 0.06 0.33 0.04 0.308
H -0.89980 -0.85534 2.91701 -0.06 0.27 0.23 0.137
H -0.37594 0.62158 2.33561 0.29 -0.02 0.30 -0.155
C -0.57245 1.85993 -2.61020 -2.14 0.80 0.86 -1.386
C -0.14524 2.05900 -1.14276 0.20 -1.29 -0.16 0.841
C -1.32048 2.42614 -0.22604 0.02 0.46 -0.84 -1.043
O -1.05613 2.15231 1.13337 0.01 0.47 0.19 -0.342
C -2.22069 2.38117 1.91338 -0.31 0.00 -1.17 -0.641
N 0.39957 0.78989 -0.67488 0.78 -0.27 -0.03 0.242
H 0.09059 1.22581 -3.18094 0.18 0.27 -0.15 -0.118
H -0.89826 2.79698 -3.07432 1.12 0.25 -0.30 0.523
H -1.58893 1.43713 -2.62423 0.35 -0.90 0.20 0.404
H 0.68649 2.77020 -1.14007 -0.28 0.29 0.37 0.136
H -2.17377 1.81908 -0.55039 -0.14 -0.05 0.01 0.400
H -1.58396 3.48281 -0.36171 -0.12 0.06 0.14 0.373
H -2.68257 3.32134 1.59731 0.23 0.38 0.55 0.444
H -1.97438 2.33046 2.96696 -0.01 0.07 0.05 0.071
H -2.99603 1.65662 1.63149 0.12 -0.41 0.30 0.209
H 0.46404 0.78305 0.33600 -0.04 -0.12 -0.09 -0.226
H -0.15385 -0.01881 -0.93455 -0.13 0.30 -0.10 -0.120
C -0.92947 -6.22718 -1.97323 0.67 -0.01 0.98 -1.688
C -1.36356 -4.80106 -2.21534 0.25 0.24 -0.16 0.956
C -1.16139 -3.93909 -0.97857 -0.03 0.29 0.64 -0.964
O -1.64491 -2.62829 -1.21652 0.07 -0.62 -0.31 0.079
C -1.66033 -1.79232 -0.09367 -0.70 0.57 0.03 -0.858
N -0.54784 -4.22555 -3.29656 -0.56 0.19 -0.38 -0.684
H 0.15778 -6.20561 -1.83955 0.02 -0.16 -0.23 0.421
H -1.17836 -6.93698 -2.75851 -0.12 0.17 -0.13 0.410
H -1.29985 -6.60266 -1.01537 -0.27 -0.06 -0.17 0.385
H -2.43637 -4.76639 -2.44495 0.01 -0.02 -0.06 0.071
H -0.10942 -3.84851 -0.68163 0.14 -0.35 -0.23 0.308
H -1.69844 -4.37210 -0.12148 -0.10 -0.06 -0.04 0.337
H -2.13354 -0.89041 -0.49501 0.12 0.19 0.43 0.033
H -0.71027 -1.52472 0.38587 0.15 -0.34 -0.42 0.356
H -2.30216 -2.16004 0.72156 -0.05 -0.26 -0.14 0.405
H -0.30009 -4.91573 -3.99770 -0.09 -0.19 0.17 0.288
H -1.14116 -3.56288 -3.78833 0.40 0.30 0.07 0.078
C 6.07197 4.24836 -4.28735 -0.72 0.45 0.76 -1.395
C 5.74046 4.65172 -2.83665 -0.56 0.46 -0.72 0.489
C 5.00893 3.56254 -2.04224 0.86 -0.82 0.20 0.250
O 4.44988 4.03815 -0.82867 0.89 0.77 0.38 -0.424
C 3.90617 3.02806 -0.04316 -0.54 -1.68 0.28 -0.515
N 6.96381 5.12336 -2.19523 -0.28 0.02 0.68 -0.744
H 6.70424 5.04264 -4.67834 0.36 -0.26 -0.05 0.441
H 5.15992 4.27562 -4.88254 0.02 -0.46 -0.02 0.297
H 6.53242 3.26212 -4.31212 0.11 0.04 -0.29 0.310
H 5.10775 5.54281 -2.90806 -0.17 -0.10 0.11 0.329
H 5.83488 2.86821 -1.80875 -0.19 -0.27 0.17 0.070
H 4.24978 2.94751 -2.53189 0.07 0.48 -0.65 -0.308
H 4.32488 2.01527 -0.18309 0.11 0.23 -0.94 0.244
H 2.83479 2.95560 -0.25463 -0.08 -0.12 0.26 0.006
H 4.07428 3.03373 1.04051 -0.06 1.40 -0.04 0.472
H 7.66714 4.39165 -2.14340 -0.10 -0.07 -0.04 0.260
H 6.70692 5.35755 -1.23736 0.35 0.04 -0.04 0.286
C -3.85129 -1.87344 -3.98123 1.48 0.52 -0.15 -1.137
C -3.62816 -1.66072 -5.46567 -1.57 0.32 -2.17 1.022
C -2.19582 -1.89617 -5.95379 -0.54 -0.55 1.98 -1.228
O -1.33342 -1.02879 -5.23462 0.37 0.49 -0.41 0.025
C -0.46248 -0.26611 -6.04963 -1.22 0.37 -0.80 -0.786
N -4.50327 -2.58262 -6.23341 0.03 -0.95 0.63 -0.758
H -3.42493 -2.84242 -3.71342 -0.41 -0.17 0.14 0.204
H -4.86947 -1.74332 -3.62495 -0.14 -0.18 -0.27 0.528
H -3.22212 -1.14735 -3.46014 -0.11 -0.01 0.14 0.007
H -3.97480 -0.68794 -5.84304 0.57 0.55 0.87 0.132
H -2.10897 -1.86309 -7.03786 0.08 0.27 -0.05 0.448
H -1.99470 -2.91321 -5.59471 0.29 -0.17 -0.52 0.318
H -1.02105 0.22944 -6.85905 -0.20 -0.34 -0.16 0.412
H 0.27133 -0.90503 -6.54268 0.51 0.24 0.34 0.336
H -0.11782 0.61963 -5.52081 0.65 -0.56 0.51 0.086
H -5.40089 -2.63185 -5.76891 -0.03 -0.10 -0.11 0.210
H -4.67693 -2.32171 -7.19362 0.21 0.27 0.02 0.240
```
Positions in Å, forces in eV/Å.

Values from the calculation:
Electronic energy: -2194.3192 a.u.
LUMO energy: 0.48 eV
HOMO: -8.3 eV
SMILES string: COC[C@H](C)N.COC[C@H](C)N.COC[C@H](C)N.COC[C@H](C)N.COC[C@H](C)N.COC[C@H](C)N.OCCO.OCCO
Frontier orbital gap: 0.3243 Ha
Max |F|: 2.69 eV/A

***

Here is a molecular structure, C7H10 from OMol25. Energies are from ωB97M-V/def2-TZVPD.

Geometry as XYZ:
```
17
Properties=species:S:1:pos:R:3:forces:R:3:mulliken_charge:R:1
C -1.79538 -0.49157 -1.04526 -0.11 -0.02 -0.01 -1.298
C -1.26212 0.58662 -0.10172 -0.15 0.06 0.07 -0.451
C -0.20503 0.08472 0.83180 -0.37 0.20 -0.06 0.916
C 1.76587 0.08632 0.02044 0.21 -0.19 -0.02 -0.629
C 0.99476 0.95156 1.06098 -0.06 -0.03 0.05 -0.714
C -0.06241 -1.27785 1.06521 0.25 0.27 -0.37 -0.833
C 1.09182 -1.27866 0.31479 0.32 -0.12 -0.14 -0.281
H -1.01309 -0.82539 -1.73899 -0.12 0.11 0.19 0.292
H -2.63073 -0.10358 -1.63427 0.07 -0.03 0.08 0.402
H -2.11567 -1.37073 -0.48182 -0.02 0.14 -0.09 0.357
H -0.85746 1.43387 -0.67455 -0.10 -0.09 0.21 0.315
H -2.05863 0.98835 0.53432 -0.11 0.06 -0.07 0.337
H 2.84779 0.02849 0.14398 0.03 0.18 0.00 0.372
H 1.55117 0.50076 -0.98016 0.10 -0.27 0.20 0.226
H 0.85206 2.00841 0.81251 0.08 -0.26 -0.09 0.303
H 1.42940 0.85114 2.05854 -0.13 -0.06 -0.17 0.305
H 1.46766 -2.17245 -0.18580 0.10 0.05 0.22 0.381
```
Positions in Å, forces in eV/Å.

Values from the calculation:
Electronic energy: -272.5608 a.u.
LUMO energy: 0.46 eV
HOMO: -8.0 eV
Frontier orbital gap: 0.3100 Ha
Max |F|: 0.52 eV/A

***

Here is a gas-phase ion, C11H21N2 (charge +1) from OMol25. Energies are from ωB97M-V/def2-TZVPD.

Geometry as XYZ:
```
34
Properties=species:S:1:pos:R:3:forces:R:3:mulliken_charge:R:1
C 1.72836 -2.24321 0.91625 0.44 -1.38 -1.40 -0.199
C -3.28078 0.06656 -0.58402 1.37 -2.50 3.21 -0.801
C -2.85256 0.88344 0.69577 1.44 0.91 -4.61 -0.929
C -2.45922 -1.34736 -0.51263 -1.15 -0.06 -0.77 -0.731
C -1.32313 1.03815 0.60774 -1.36 1.22 3.65 -1.512
C -0.92884 -1.06401 -0.63702 -1.53 1.32 1.82 -0.872
C 2.08908 0.38779 -1.30417 1.31 0.10 0.55 -0.739
C 2.80064 -0.76803 -0.59980 -1.27 -1.07 -2.70 -0.687
C -0.57659 -0.21054 0.60809 2.32 -1.56 -0.66 0.534
C 0.94983 0.15557 0.70577 -0.48 -0.25 1.48 -0.669
C 2.06671 2.31565 0.24071 -3.43 -0.36 0.26 -1.080
N 1.44284 1.04629 -0.24553 -0.19 2.64 1.23 0.212
N 1.84030 -1.10731 0.37875 -1.55 -0.16 2.19 0.137
H 0.81113 -2.63000 1.29036 -0.65 0.53 1.33 0.358
H 2.46014 -3.03405 0.70865 0.02 0.50 -0.04 0.309
H -4.31630 -0.13939 -0.43610 -0.87 -0.43 -0.30 0.381
H -3.18338 0.68440 -1.46104 0.51 -0.07 -0.41 0.423
H -3.39577 1.78514 0.43284 0.35 0.78 1.07 0.310
H -2.97833 0.57060 1.66819 -1.48 -1.31 1.84 0.518
H -2.72926 -1.85572 0.50401 0.49 0.85 -1.88 0.329
H -2.81744 -1.99817 -1.37464 0.49 0.56 1.21 0.339
H -0.98615 1.60187 -0.17121 0.60 1.66 -2.47 0.583
H -0.99114 1.58586 1.52178 -0.23 0.07 -0.40 0.363
H -0.21768 -1.84566 -0.63270 -0.01 -1.56 -0.52 0.631
H -0.79862 -0.47145 -1.52429 0.26 0.33 -0.51 0.257
H 2.78683 1.03996 -1.78012 0.46 0.42 -0.44 0.532
H 1.38016 0.06903 -2.01995 -0.57 -0.81 -0.94 0.260
H 2.91817 -1.59529 -1.30162 0.18 -0.16 0.26 0.471
H 3.67958 -0.59965 -0.10875 2.61 1.16 0.86 0.396
H -0.67760 -0.77102 1.53487 -0.82 -0.41 0.10 0.357
H 1.17705 0.52470 1.81856 -0.31 -0.93 -2.27 0.410
H 2.92389 2.20299 0.84343 1.44 -0.26 0.40 0.352
H 2.16217 2.86783 -0.66437 0.68 0.86 -0.30 0.430
H 1.29592 2.85505 0.88216 0.92 -0.62 -0.87 0.328
```
Positions in Å, forces in eV/Å.

Values from the calculation:
Electronic energy: -540.9070 a.u.
LUMO energy: -4.66 eV
HOMO: -12.6 eV
Net charge: +1
SMILES string: C=[N+]1CCN(C)[C@H]1C1CCCCC1
Frontier orbital gap: 0.2930 Ha
Max |F|: 4.91 eV/A

***

Here is C6H9N in the gas phase from OMol25. Energies are from ωB97M-V/def2-TZVPD.

Geometry as XYZ:
```
16
Properties=species:S:1:pos:R:3:forces:R:3:mulliken_charge:R:1
C -1.13456 1.33764 0.39981 -0.10 0.00 0.12 -1.318
C -0.63320 0.53650 -0.77098 0.07 0.17 0.29 0.121
C 0.74790 -0.04142 -0.77295 -1.10 -2.19 0.09 -0.260
C 1.42416 -0.33050 0.63116 2.50 4.46 -2.11 -1.210
C -0.44718 -0.95659 -0.77550 -0.16 -0.55 -0.41 -0.100
C -0.32788 -1.66865 0.47904 -2.83 -1.94 -0.27 0.108
N -0.52289 -2.42700 1.33291 0.56 0.59 -0.30 -0.532
H -0.67052 1.00878 1.33171 -0.13 0.06 -0.10 0.269
H -0.89084 2.39570 0.25338 -0.09 -0.15 0.05 0.352
H -2.21534 1.23600 0.51058 0.03 0.06 -0.01 0.346
H -1.01065 0.88991 -1.73771 0.40 -0.16 0.28 0.411
H 1.36910 0.03623 -1.68324 -0.15 -0.07 0.91 0.416
H 2.13487 -1.18776 0.70418 -0.26 1.19 -0.75 0.299
H 1.67965 0.76998 0.11659 2.52 -1.31 3.05 0.231
H 1.08943 -0.07698 1.64109 -0.82 0.01 -0.88 0.440
H -0.69606 -1.52232 -1.65776 -0.45 -0.17 0.03 0.427
```
Positions in Å, forces in eV/Å.

Values from the calculation:
Electronic energy: -288.6169 a.u.
LUMO energy: 0.80 eV
HOMO: -9.1 eV
SMILES string: C[C@@H]1[C@H](C)[C@@H]1C#N
Frontier orbital gap: 0.3631 Ha
Max |F|: 5.53 eV/A

***

Q: Which value of electronic energy does entry 4 give?
A: -288.6169 a.u.

***

Q: The highest max |F| belongs to which entry?
A: C6H9N

***

Q: Which formula does entry 4 have?
A: C6H9N

***

Q: Which value of frontier orbital gap does entry 4 give?
A: 0.3631 Ha